Below is 9 unconnected molecules or ions with the total composition C54H78ClNO35S8, with properties calculated with the ωB97M-V functional and the def2-TZVPD basis.

Structure (XYZ):
```
177
Properties=species:S:1:pos:R:3
C 2.5570 -2.5907 -2.7870
C 1.7508 -1.9699 -1.6082
C 2.3278 -2.3286 -0.2168
O 2.5437 -1.1926 0.6132
C 3.9293 -0.8977 0.8133
C 4.4979 -0.4049 -0.5195
C 5.3662 -1.1740 -1.2603
Cl 5.9150 -2.7523 -0.6874
C 5.8700 -0.7889 -2.4785
C 5.5139 0.4470 -2.9647
C 4.6703 1.2300 -2.2301
C 4.1448 0.8425 -1.0143
C 3.2321 1.7988 -0.2962
O 3.0937 1.7841 0.9219
C 2.4953 2.8252 -1.1101
C 1.3407 3.3818 -0.6593
C 0.6739 4.3227 -1.4053
C -0.5803 4.8831 -0.7366
C -1.8386 4.0075 -1.0076
C -2.3120 3.1113 0.1593
C -1.5548 1.7445 0.1059
C -3.8260 2.8793 -0.0829
C -4.1161 2.3386 -1.4905
C -5.5565 1.8177 -1.5869
C -6.0751 1.2669 -2.7116
C -6.0802 1.9777 -4.0570
C -6.6585 -0.1628 -2.6322
C 1.1361 4.7273 -2.6609
C 0.3495 5.8027 -3.4251
C -0.6827 5.3218 -4.4409
C -2.0013 5.0982 -4.1134
C -2.9352 4.6999 -5.0410
C -2.5849 4.4876 -6.3521
C -1.2692 4.7087 -6.7028
C -0.3558 5.1232 -5.7664
C 2.3340 4.1473 -3.1358
C 2.8760 4.5403 -4.5018
C 3.0946 3.3709 -5.4963
C 1.8225 2.7364 -6.0749
N 0.8420 2.3631 -5.0612
C 2.9986 3.2299 -2.3435
C 4.3065 2.6151 -2.7347
O 5.1439 3.1892 -3.4226
H 3.2035 -1.8487 -3.2672
H 1.9012 -2.9690 -3.5774
H 3.1975 -3.4181 -2.4593
H 0.7031 -2.2531 -1.7261
H 1.8359 -0.8830 -1.7206
H 3.2039 -2.9778 -0.3121
H 1.5593 -2.9274 0.2935
H 4.0587 -0.1406 1.5834
H 4.4157 -1.8339 1.1111
H 6.5483 -1.4218 -3.0379
H 5.9115 0.7714 -3.9205
H 0.9894 3.0699 0.3203
H -0.3687 4.8358 0.3406
H -0.7303 5.9426 -0.9509
H -2.6620 4.7106 -1.2063
H -1.6915 3.4556 -1.9400
H -2.1941 3.6357 1.1131
H -0.9808 1.7105 -0.8259
H -2.2216 0.8781 0.0943
H -0.8480 1.7022 0.9411
H -4.3438 3.8493 -0.0155
H -4.2563 2.2384 0.6962
H -3.4663 1.4807 -1.6950
H -4.0073 3.1118 -2.2636
H -6.1879 1.8911 -0.6923
H -6.7172 2.8664 -3.9998
H -5.0728 2.2864 -4.3687
H -6.5120 1.3169 -4.8165
H -7.7135 -0.0854 -2.3175
H -6.1122 -0.6796 -1.8469
H -6.5722 -0.6503 -3.6046
H -0.1719 6.4358 -2.7047
H 1.0513 6.4720 -3.9345
H -2.3650 5.2619 -3.1054
H -3.9765 4.5533 -4.7614
H -3.2770 4.1666 -7.1256
H -0.9060 4.5666 -7.7183
H 0.6624 5.3159 -6.0887
H 3.8550 5.0093 -4.3425
H 2.2572 5.3077 -4.9615
H 3.6426 3.7932 -6.3499
H 3.7174 2.5642 -5.1127
H 2.1486 1.8108 -6.5887
H 1.3845 3.3506 -6.8696
H 0.1109 1.7750 -5.4378
H 1.2664 1.9263 -4.2530
O -8.5678 3.9489 2.4478
S -7.8298 2.8253 1.9993
O -7.6748 2.5283 0.6206
O -8.3791 1.5239 2.7558
C -7.3093 0.8861 3.4733
C -6.3551 2.0060 3.8208
O -6.3716 2.8616 2.6700
H -6.8396 0.1567 2.8097
H -7.6893 0.3812 4.3526
H -5.3474 1.6497 4.0195
H -6.7111 2.5814 4.6782
O 4.7389 -2.7546 -5.7556
S 5.9818 -2.7371 -6.4357
O 6.2314 -1.8907 -7.5416
O 6.3572 -4.2461 -6.8358
C 7.6177 -4.6098 -6.2623
C 7.7223 -3.7812 -4.9996
O 7.1540 -2.5142 -5.3533
H 8.4048 -4.3522 -6.9742
H 7.6473 -5.6776 -6.0613
H 8.7485 -3.6583 -4.6638
H 7.1239 -4.2095 -4.1915
O -4.6321 -1.0805 6.2874
S -5.4704 -1.8068 5.4060
O -6.8465 -1.4954 5.2366
O -5.3336 -3.3660 5.7455
C -4.8935 -4.0845 4.5822
C -4.0796 -3.0843 3.7965
O -4.7834 -1.8399 3.9593
H -5.7755 -4.4058 4.0232
H -4.3122 -4.9554 4.8719
H -4.0008 -3.3444 2.7494
H -3.0790 -2.9652 4.2181
O 4.8570 -1.4480 7.8125
S 3.8235 -1.5510 6.8431
O 2.5860 -2.1787 7.1255
O 4.4444 -2.1994 5.5134
C 4.2563 -1.3112 4.4032
C 4.2391 0.0733 5.0132
O 3.5327 -0.0902 6.2501
H 3.3004 -1.5489 3.9312
H 5.0579 -1.4347 3.6792
H 3.7410 0.8035 4.3803
H 5.2494 0.4208 5.2420
O 4.2451 -4.0529 13.7728
S 3.2142 -4.1565 12.8047
O 1.9742 -4.7804 13.0910
O 3.8375 -4.8081 11.4763
C 3.6481 -3.9213 10.3647
C 3.6228 -2.5401 10.9690
O 2.9162 -2.6937 12.2073
H 2.6936 -4.1644 9.8926
H 4.4499 -4.0395 9.6426
H 3.1254 -1.8143 10.3318
H 4.6327 -2.1905 11.1965
O -3.7722 -5.3127 1.8141
S -4.4140 -6.0790 0.8023
O -4.1029 -5.9212 -0.5665
O -5.9995 -5.9363 1.0054
C -6.5891 -7.2305 1.1887
C -5.4972 -8.0629 1.8261
O -4.2932 -7.6324 1.1786
H -6.8685 -7.6209 0.2084
H -7.4749 -7.1580 1.8145
H -5.6461 -9.1295 1.6835
H -5.4049 -7.8488 2.8936
O -5.9854 1.2235 -7.6184
S -5.5205 2.4835 -8.0677
O -4.2332 2.6666 -8.6302
O -5.7207 3.5506 -6.8778
C -6.5561 4.6247 -7.3251
C -7.4529 4.0098 -8.3774
O -6.6062 3.0947 -9.0805
H -5.9164 5.4004 -7.7519
H -7.1175 5.0376 -6.4906
H -7.8640 4.7491 -9.0595
H -8.2678 3.4408 -7.9238
O 6.2133 -5.2676 8.7908
S 7.5647 -5.0945 9.1912
O 8.1800 -5.9070 10.1709
O 7.7705 -3.5531 9.5902
C 8.7981 -2.9709 8.7825
C 8.7517 -3.7450 7.4818
O 8.4851 -5.0965 7.8751
H 9.7538 -3.1069 9.2934
H 8.6115 -1.9093 8.6408
H 9.6843 -3.6871 6.9268
H 7.9287 -3.4063 6.8475
```

E_HOMO = -6.945 eV
Max |F| = 2.36 eV/Å
LUMO energy = -0.0324 hartree
Kohn-Sham gap = 6.06 eV
SMILES = CCCOCc1c(Cl)ccc2c1C(=O)c1cc(CC[C@H](C)CCC=C(C)C)c(Cc3ccccc3)c(CCCN)c1C2=O.O=S1(=O)OCCO1.O=S1(=O)OCCO1.O=S1(=O)OCCO1.O=S1(=O)OCCO1.O=S1(=O)OCCO1.O=S1(=O)OCCO1.O=S1(=O)OCCO1.O=S1(=O)OCCO1

Löwdin population analysis, charges in e, atoms 1 to 2:
1. C -0.09
2. C -0.18



Below is 14 unconnected molecules or ions with the total composition C54H84O30, with properties calculated with the ωB97M-V functional and the def2-TZVPD basis.

Structure (XYZ):
```
168
Properties=species:S:1:pos:R:3
C -4.4548 -4.0861 -6.1246
O -5.0457 -2.8071 -5.5569
C -5.1049 -2.7460 -4.2332
O -4.8125 -3.6694 -3.4759
O -5.6729 -1.5564 -3.8586
C -6.1035 -1.6300 -2.4978
H -3.6094 -4.3647 -5.4631
H -4.1935 -3.8065 -7.1378
H -5.2547 -4.8553 -6.1482
H -6.6930 -2.5963 -2.4094
H -6.7946 -0.7502 -2.3007
H -5.2862 -1.6499 -1.7485
C -3.4925 6.6591 1.6585
O -2.8881 6.6857 0.3305
C -1.7719 5.9685 0.2632
O -1.3456 5.2326 1.1427
O -1.3034 6.2146 -0.9247
C -0.1006 5.4811 -1.3920
H -2.6976 6.7878 2.3593
H -3.8826 5.6503 1.7602
H -4.1949 7.4552 1.6997
H 0.1943 5.9083 -2.3345
H -0.4807 4.4344 -1.5274
H 0.7151 5.4289 -0.6671
C 4.1494 -0.6297 9.3548
O 3.5365 -0.2914 8.1038
C 3.9622 0.8314 7.5027
O 4.7350 1.6477 7.9291
O 3.4639 0.7691 6.2527
C 3.8961 1.8857 5.3991
H 3.8019 0.1185 10.1221
H 5.2397 -0.5792 9.2886
H 3.8029 -1.6694 9.5555
H 3.1200 1.9833 4.6274
H 4.8816 1.7520 5.0734
H 3.9592 2.7640 6.0410
C -6.0250 -1.8988 2.4549
O -5.7140 -0.5472 2.1715
C -6.2010 -0.0431 1.0348
O -7.0791 -0.5686 0.4071
O -5.5305 1.1100 0.9397
C -6.1065 1.9159 -0.1370
H -6.2137 -2.0052 3.5183
H -5.1541 -2.6558 2.1826
H -6.9394 -2.2100 1.9874
H -5.2965 2.2415 -0.7168
H -6.6677 2.7119 0.3738
H -6.7302 1.2608 -0.7793
C 3.9745 0.1043 -6.1627
O 2.7789 0.6972 -6.7034
C 2.1703 1.6116 -5.9995
O 2.6009 2.0108 -4.9392
O 1.0995 2.0207 -6.6621
C 0.1895 2.7234 -5.8097
H 3.8442 -0.0833 -5.1459
H 4.8012 0.7924 -6.1422
H 4.1327 -0.7800 -6.7662
H -0.1431 1.9783 -5.0888
H -0.6079 3.1115 -6.4383
H 0.7511 3.4936 -5.2757
C 0.2692 0.6299 -2.3317
O 1.0626 0.5990 -1.1150
C 0.4534 1.1396 -0.0260
O -0.5703 1.7565 -0.0967
O 1.0784 0.9288 1.1276
C 2.2085 0.0311 1.0742
H -0.6697 0.1124 -2.3051
H 0.8491 0.1167 -3.0787
H 0.1910 1.6381 -2.6736
H 1.8115 -1.0124 1.1131
H 2.8499 0.2353 1.9730
H 2.7907 0.1828 0.1888
C 1.1755 3.8474 2.2587
O 2.6036 3.5415 2.4887
C 3.3271 3.6433 1.4080
O 2.9634 3.9626 0.2981
O 4.5470 3.2275 1.7601
C 5.3942 3.0555 0.6174
H 0.9487 4.8903 2.3835
H 0.6831 3.3210 3.1041
H 0.9708 3.5212 1.2681
H 6.4523 2.8342 0.9015
H 5.5340 4.0290 0.0220
H 5.1870 2.2886 -0.1168
C 0.7049 -1.7371 3.8629
O 0.9056 -2.7678 2.9016
C 0.1910 -3.8825 2.9555
O -0.7895 -4.0235 3.6642
O 0.6185 -4.7445 2.0551
C -0.2578 -5.8839 1.8941
H 1.2298 -1.9521 4.7618
H -0.3749 -1.7169 4.1056
H 1.0031 -0.7141 3.5345
H 0.3574 -6.7046 1.5293
H -1.0324 -5.6375 1.1209
H -0.7355 -6.1492 2.8738
C 0.4925 1.3796 7.1257
O 0.1180 1.6383 5.7163
C -0.8669 0.9306 5.1468
O -1.5141 0.0993 5.6942
O -1.1103 1.4752 4.0143
C -2.1858 1.1923 3.1214
H 1.2609 2.1488 7.2899
H 0.8177 0.3325 7.2805
H -0.4484 1.5395 7.6341
H -3.1123 1.5027 3.5337
H -2.1533 0.0755 2.9276
H -1.9073 1.7540 2.2295
C -4.5827 -5.4773 -0.6607
O -3.1487 -5.1214 -0.6363
C -2.9651 -3.9212 -0.2412
O -3.7332 -3.0993 0.2019
O -1.6288 -3.6933 -0.4065
C -1.1800 -2.3370 -0.0756
H -4.5520 -6.5040 -0.9381
H -5.1496 -4.9456 -1.4739
H -4.9642 -5.3552 0.3217
H -0.1623 -2.3925 -0.3872
H -1.4200 -2.2117 1.0230
H -1.7305 -1.5725 -0.5689
C -4.0459 3.4527 -4.4750
C -3.5505 4.3809 -3.6014
C -3.1295 3.9101 -2.3670
C -2.9874 2.5671 -2.0953
C -3.4389 1.5573 -3.0178
C -3.9748 2.1117 -4.1489
H -4.4508 3.8178 -5.4820
H -3.6097 5.3914 -3.9222
H -2.7571 4.6393 -1.6286
H -2.5850 2.2730 -1.1080
H -3.3713 0.4886 -2.8315
H -4.4174 1.4622 -4.8936
C 5.1541 -0.4134 -2.5324
C 6.4519 -0.9497 -2.6658
C 6.6765 -2.2481 -2.2879
C 5.6571 -3.0620 -1.7933
C 4.3580 -2.5835 -1.7008
C 4.1382 -1.2493 -2.1002
H 4.8912 0.6469 -2.8339
H 7.2459 -0.3524 -3.1502
H 7.7087 -2.7337 -2.3209
H 5.9280 -4.1164 -1.6046
H 3.4257 -3.1416 -1.4984
H 3.1207 -0.9417 -1.8982
C -2.0061 -1.5697 -4.8389
C -1.5984 -2.2948 -3.6836
C -0.2925 -2.7347 -3.6387
C 0.6678 -2.4428 -4.6019
C 0.2152 -1.7357 -5.6780
C -1.1076 -1.3249 -5.8592
H -3.0106 -1.2014 -4.9544
H -2.3380 -2.6115 -2.9524
H -0.0015 -3.2931 -2.7436
H 1.7148 -2.6946 -4.5151
H 0.9153 -1.4084 -6.4686
H -1.4424 -0.8068 -6.7304
C 5.7310 -1.2748 4.0464
C 5.0877 -2.4742 4.2993
C 4.5294 -3.2301 3.2448
C 4.5639 -2.7533 1.9660
C 5.2337 -1.5249 1.7108
C 5.7984 -0.7826 2.7468
H 6.1717 -0.6979 4.9092
H 4.9868 -2.7860 5.3574
H 3.9599 -4.1065 3.5188
H 4.0374 -3.2719 1.1371
H 5.1168 -1.0474 0.7559
H 6.3164 0.1554 2.5880
```

E_HOMO = -9.195 eV
Max |F| = 3.50 eV/Å
LUMO energy = 0.0202 hartree
Kohn-Sham gap = 9.74 eV

Löwdin population analysis, charges in e, atoms 1 to 2:
1. C 0.03
2. O -0.02



Q: The lowest LUMO energy belongs to which entry?
A: C54H78ClNO35S8



Q: What is the E_HOMO in the first record?
A: -6.945 eV